Record 1
2 unconnected molecules or ions with the total composition C2H6N4 at a distorted geometry, computed with ωB97M-V with the def2-TZVPD basis set.

Structure (XYZ):
```
12
Properties=species:S:1:pos:R:3:forces:R:3:lowdin_charge:R:1
C -2.147092 -0.038755 0.115213 0.308 -0.154 0.287 -0.068
N -1.198073 0.530901 -0.502656 -0.392 0.526 0.398 -0.087
N -0.105257 -0.181053 -0.915969 2.497 2.122 -0.426 -0.211
N 0.248149 -1.256991 -0.158907 1.410 -0.278 1.474 -0.031
H -2.151102 -1.089606 0.394388 0.092 -0.017 -0.090 0.056
H -2.953015 0.594961 0.456033 -0.176 0.038 -0.224 0.052
H 0.794174 0.626514 -0.798526 -2.508 -1.953 -0.842 0.089
H 0.753872 -1.900800 -0.763124 -0.159 0.047 -0.016 0.082
H 1.015985 -0.922684 0.582838 -1.685 -0.836 -1.098 0.044
C 1.833308 1.155749 0.315039 0.632 -0.896 2.428 -0.095
N 2.058858 0.253962 1.041670 0.060 1.395 -1.286 0.077
H 1.850192 2.227801 0.234002 -0.079 0.006 -0.605 0.092
```
Positions in Å, forces in eV/Å.

## Properties
* SMILES string: C=NNN.C#N
* E_LUMO (spin up / spin down): 0.0 / 0.0 eV
* highest occupied orbital energy (spin up / spin down): -9.0975 / -9.0978 eV
* orbital gap (spin up / spin down): 9.11 / 9.11 eV
* total energy: -8127.236 eV
* maximum force: 3.30 eV/Å

---

Record 2
A molecular structure, C17H39O2P3Sc at a distorted geometry, computed with ωB97M-V with the def2-TZVPD basis set.

Structure (XYZ):
```
62
Properties=species:S:1:pos:R:3:forces:R:3:lowdin_charge:R:1
Sc -0.042445 -0.029393 1.922409 -0.574 -0.329 0.888 0.512
P 2.012823 0.898711 3.230856 1.312 0.687 0.921 0.740
P -1.026648 1.889080 0.464072 -0.896 1.795 -1.151 0.752
P 1.538880 -0.642131 -0.093079 0.937 -0.301 -0.667 0.750
H -1.878129 -2.000826 1.912150 0.511 -0.160 0.042 0.074
C -0.813362 -2.167337 1.670310 0.079 -0.467 0.379 -0.220
C 0.153502 -2.203662 2.692621 -0.455 -1.013 -0.037 -0.209
H -0.159747 -2.231468 3.747871 0.056 0.304 -0.428 0.078
C 1.633067 1.330716 4.974109 -0.275 -0.143 0.138 -0.246
C 2.675203 2.503872 2.637272 -0.162 0.063 -0.241 -0.245
C 3.545527 -0.078880 3.429939 -0.067 -0.305 -0.088 -0.238
C -2.370650 1.489815 -0.707583 -0.236 -0.367 0.049 -0.246
C -1.856960 3.181782 1.473573 0.012 -0.075 0.354 -0.246
C 0.001949 2.957145 -0.606478 0.380 -0.075 0.090 -0.246
C 2.480328 -2.215924 -0.023099 -0.217 -0.065 0.218 -0.227
C 2.885387 0.514008 -0.521652 -0.078 0.106 -0.152 -0.241
C 0.692557 -0.818351 -1.706926 -0.091 -0.066 -0.165 -0.273
H -0.673734 -2.610656 0.675641 0.235 0.253 0.422 0.059
H 1.155122 -2.632292 2.559656 -0.436 0.196 -0.233 0.066
H 1.229888 0.454699 5.505428 0.162 0.299 -0.110 0.057
H 0.891042 2.143197 5.020574 0.247 -0.251 -0.005 0.055
H 2.554970 1.661563 5.479906 -0.343 -0.105 -0.201 0.072
H 1.881799 3.262962 2.655413 0.204 -0.102 0.012 0.048
H 3.056581 2.423902 1.611589 -0.055 0.040 0.261 0.031
H 3.491080 2.830576 3.296015 -0.211 -0.078 -0.157 0.074
H 3.309578 -1.044540 3.896097 0.108 0.208 -0.099 0.060
H 4.242078 0.468530 4.079903 -0.170 -0.130 -0.202 0.071
H 4.027726 -0.266163 2.460867 -0.104 0.054 0.267 0.038
H -2.728289 2.418823 -1.170585 0.066 -0.194 0.151 0.070
H -3.194833 1.018884 -0.157478 0.077 0.096 -0.213 0.061
H -2.038996 0.803930 -1.496786 -0.014 0.132 0.208 0.024
H -2.212645 3.995569 0.824259 0.091 -0.283 0.180 0.072
H -1.164670 3.608732 2.212991 -0.160 -0.068 -0.188 0.056
H -2.718940 2.755518 2.004517 0.144 0.139 -0.128 0.054
H -0.625859 3.786248 -0.959468 0.205 -0.202 0.058 0.070
H 0.382044 2.397941 -1.469824 -0.059 0.163 0.176 0.039
H 0.851090 3.362753 -0.042127 -0.162 -0.013 -0.193 0.050
H 2.989097 -2.382498 -0.983383 -0.124 0.063 0.284 0.069
H 1.798926 -3.051040 0.178443 0.198 0.087 -0.065 0.053
H 3.230108 -2.176559 0.778158 -0.193 -0.011 -0.193 0.058
H 3.361447 0.122520 -1.428549 0.066 0.226 0.160 0.070
H 3.633527 0.579191 0.276951 -0.180 -0.073 -0.186 0.042
H 2.488719 1.515434 -0.721371 0.159 -0.162 0.001 0.034
H 1.432983 -1.221698 -2.411178 -0.220 0.147 0.023 0.065
H 0.318964 0.143160 -2.082808 0.134 -0.189 0.109 0.035
H -0.152041 -1.516676 -1.642388 0.205 0.126 0.110 0.042
C -2.418287 -0.939825 -4.808056 -0.130 2.302 0.925 -0.205
C -3.522550 -1.309212 -5.608534 -0.861 -1.211 -0.533 0.068
C -3.785219 -2.670397 -5.778745 -0.407 1.669 -0.387 0.025
C -2.941985 -3.636583 -5.206727 -0.126 -0.472 0.027 0.050
C -1.782660 -3.246383 -4.526687 1.208 1.390 0.530 0.014
C -1.486355 -1.892015 -4.378734 0.547 -1.959 0.407 0.047
O -2.250818 0.321675 -4.294653 -0.451 -2.117 -1.382 0.149
H -2.956722 0.902213 -4.633299 0.135 0.063 0.047 0.152
H -4.166317 -0.548131 -6.053034 0.086 -0.227 0.177 0.149
H -4.655888 -2.989625 -6.354807 0.267 0.166 0.172 0.146
H -3.180818 -4.696091 -5.301534 0.039 0.263 -0.047 0.149
H -1.097603 -3.984638 -4.109674 -0.223 0.131 -0.231 0.137
H -0.576444 -1.549692 -3.892911 -0.247 -0.118 -0.053 0.107
O -1.615016 0.273161 3.512128 -0.091 0.282 0.258 -0.080
H -1.901413 -0.398502 4.161981 0.090 0.360 -0.283 0.120
H -1.949944 1.134859 3.826482 0.058 -0.479 -0.026 0.105
```
Positions in Å, forces in eV/Å.

## Properties
* E_LUMO (spin up / spin down): -8.8 / -11.8 eV
* charge: +3
* highest occupied orbital energy (spin up / spin down): -17.8734 / -15.5672 eV
* orbital gap (spin up / spin down): 9.10 / 3.72 eV
* total energy: -70898.373 eV
* maximum force: 2.57 eV/Å

---

Record 3
2 unconnected molecules or ions with the total composition C4H9O2 at a distorted geometry, computed with ωB97M-V with the def2-TZVPD basis set.

Structure (XYZ):
```
15
Properties=species:S:1:pos:R:3:forces:R:3:lowdin_charge:R:1
C -1.723179 1.211058 -0.256346 -2.416 3.039 -0.222 -0.100
C -1.600246 0.509803 1.100012 0.597 -2.420 0.614 -0.785
O -1.020591 1.031249 2.105381 -0.959 0.052 -1.727 -0.123
O -2.027214 -0.695621 1.011491 0.233 1.286 0.510 -0.144
H -1.936009 0.619456 -1.140825 -0.303 -0.721 0.414 0.046
H -0.883311 1.789315 -0.565816 1.005 0.648 0.289 0.023
H -2.590340 2.042497 -0.226044 1.610 -1.744 0.115 0.099
C 1.700964 -1.275647 0.255684 0.442 -5.805 -1.769 -0.207
C 1.223262 -0.298158 -0.708418 -1.692 1.733 -1.403 -0.215
H 0.932763 -2.050520 0.711495 1.215 2.026 -0.918 0.114
H 2.401731 -1.951161 -0.402913 -0.736 0.607 1.536 0.078
H 2.309523 -0.883934 1.004719 0.738 0.820 1.401 0.030
H 2.041609 0.373947 -1.031761 -0.452 -0.013 0.393 0.074
H 0.424550 0.209549 -0.179100 0.162 0.839 -0.385 0.019
H 0.746489 -0.631832 -1.677557 0.557 -0.347 1.152 0.090
```
Positions in Å, forces in eV/Å.

## Properties
* E_LUMO: 4.1 eV
* charge: -1
* highest occupied orbital energy: -3.7776 eV
* orbital gap: 7.92 eV
* total energy: -8389.327 eV
* maximum force: 6.08 eV/Å